18
Properties=species:S:1:pos:R:3:mulliken_charge:R:1 method="wB97M-V/def2-TZVPD" gap_ev=9.45 homo_ev=-9.6
Cu -0.51806 0.24561 -0.65616 0.31
C -0.94970 0.11477 3.74217 -0.95
S -0.37450 0.96721 2.22209 0.59
C 1.33195 0.33620 2.19570 -0.96
O -1.18824 0.33387 1.09897 -0.45
H -0.99043 -0.94931 3.61742 0.32
H -1.97611 0.42656 3.96147 0.33
H -0.29736 0.37565 4.57725 0.38
H 1.71307 0.73390 3.16041 0.37
H 1.84491 0.79342 1.36639 0.38
H 1.43803 -0.75329 2.24934 0.31
F 1.35122 0.82707 -4.21510 -0.40
Te -0.04263 -0.34819 -3.86865 2.07
F 1.13700 -1.78122 -3.97915 -0.41
F -0.24674 -0.49432 -5.66810 -0.38
F -1.46368 -1.52535 -3.75893 -0.40
F -1.23247 1.05470 -3.96602 -0.40
O 0.46375 -0.35730 -2.07910 -0.72

***

38
Properties=species:S:1:pos:R:3:lowdin_spin:R:1 method="wB97M-V/def2-TZVPD" charge=+2 s_squared=2.156 gap_ev="3.79 / 5.17" multiplicity=3 homo_ev="-13.8 / -14.0"
I 0.73486 -1.54055 -0.09689 -0.01
I -1.31682 0.13886 0.99750 -0.03
Pr 1.28043 2.96266 -2.21291 2.26
P 1.73632 1.20861 1.47549 -0.07
C 1.78622 0.02485 2.92513 -0.01
C 3.56974 1.28242 1.35255 -0.01
H 3.97935 1.76042 2.29086 0.00
H 2.45987 2.78982 3.20528 0.00
H 3.85501 1.89596 0.48978 0.00
H 1.40136 3.56983 1.96227 0.00
H 2.08788 -0.97931 2.56215 0.00
H 3.98508 0.27621 1.24626 0.00
C 1.52991 2.67438 2.58130 -0.01
H 2.45584 0.39219 3.65331 0.00
H 0.66815 2.53731 3.23335 0.00
H 0.75882 -0.08946 3.33788 0.00
P -1.38367 -0.17873 -2.16881 -0.05
C -2.28432 -1.78600 -1.83298 -0.01
C -2.94625 0.68654 -2.64107 -0.01
H -0.26001 0.07125 -4.31627 0.00
H -1.83052 -0.81371 -4.49321 0.00
H -0.36180 -1.65150 -3.83188 0.00
C -0.89602 -0.69847 -3.86314 -0.01
H -2.72008 1.73866 -2.84806 0.00
H -3.35150 0.20790 -3.57506 0.00
H -2.93194 -1.99627 -2.63691 0.00
H -2.84130 -1.69829 -0.87389 0.00
H -3.68089 0.60597 -1.84082 0.00
H -1.53931 -2.59430 -1.68638 0.00
Cl 1.66780 5.10640 -3.36718 -0.04
N -0.50686 -4.65444 2.17431 0.00
C -1.29514 -3.60021 2.51635 0.00
N -2.32603 -3.62771 3.40221 0.00
O -1.06157 -2.50380 1.97573 0.00
H -0.54001 -5.58680 2.59390 0.00
H 0.20249 -4.41580 1.49408 0.00
H -2.82873 -2.72182 3.45920 0.00
H -2.66493 -4.43077 3.93505 0.00

***

96
Properties=species:S:1:pos:R:3:mulliken_charge:R:1 method="wB97M-V/def2-TZVPD" charge=+4 gap_ev="5.10 / 5.07" homo_ev="-19.0 / -19.0"
Sn 0.05892 -0.01243 -0.16583 -1.01
C 0.83301 -0.26412 -2.41700 0.23
O 0.74876 -0.41645 -3.56706 -0.11
C -2.15313 -1.00023 -0.05401 0.51
O -3.12153 -1.57822 -0.27716 -0.07
P 1.20723 -2.31636 0.32607 0.54
C 0.83375 -3.02580 1.99624 0.70
H 1.29567 -4.02537 1.97874 0.94
C 0.79229 -3.63283 -0.91874 1.11
H -0.28316 -3.44672 -1.08074 0.39
C 3.04712 -2.07974 0.28959 0.70
H 3.22218 -1.37369 1.11844 0.26
C 0.32570 3.48681 -1.11988 1.84
P -1.02113 2.32392 -0.58666 1.22
H -2.44255 3.89502 0.46010 1.11
H 0.99405 3.52447 -0.24383 -1.12
C -2.29903 2.40397 -1.92594 0.70
H -2.23589 3.44996 -2.26471 0.45
C 1.49771 -3.47269 -2.26589 -1.45
H 2.47033 -3.98644 -2.28221 0.34
H 1.64062 -2.43348 -2.57441 0.12
H 0.86605 -3.94175 -3.03572 0.50
C 0.97401 -5.04752 -0.35996 -1.52
H 1.08913 -5.75828 -1.18847 0.44
H 0.10592 -5.36787 0.22726 0.37
H 1.86684 -5.14163 0.27176 0.34
C 3.80334 -3.36894 0.60533 -1.63
H 3.46312 -3.85882 1.52567 0.43
H 4.86372 -3.11425 0.74934 0.42
H 3.75254 -4.09073 -0.22123 0.38
C 3.54929 -1.43738 -1.01477 -1.42
H 4.44034 -0.82576 -0.80341 0.43
H 2.80440 -0.78259 -1.50113 0.35
H 3.83430 -2.20364 -1.74976 0.37
C 1.51560 -2.23683 3.11937 -1.54
H 2.55470 -2.56343 3.27886 0.36
H 0.97712 -2.38742 4.06558 0.49
H 1.54849 -1.15221 2.91064 0.30
C -0.67198 -3.24416 2.19018 -1.56
H -1.23869 -2.31294 2.30919 0.15
H -0.81762 -3.84618 3.10274 0.48
H -1.11789 -3.80654 1.35642 0.31
C -0.20539 4.89664 -1.39904 -1.75
H -1.04769 5.19893 -0.76633 0.46
H -0.50650 5.00258 -2.45041 0.48
H 0.60947 5.61410 -1.22363 0.41
C 1.12641 2.96534 -2.31753 -1.32
H 0.50199 2.89768 -3.22002 0.35
C -2.63668 2.16729 1.73392 -1.00
H 1.58405 1.97925 -2.14670 0.16
H 1.94110 3.67726 -2.52824 0.51
C -0.72679 3.83276 1.76179 -2.01
H -2.06020 1.75618 2.57310 -0.06
H -3.48015 2.73249 2.16723 0.52
H -3.05859 1.33088 1.16062 0.22
C -1.77881 3.13539 0.90329 0.10
H -1.12324 4.03168 2.76599 0.60
H -0.37630 4.78474 1.34003 0.48
H 0.16331 3.16788 1.88687 -0.16
C -3.71908 2.13412 -1.42581 -1.34
H -3.83022 1.09985 -1.07356 0.25
H -4.40436 2.27035 -2.27381 0.46
H -4.03145 2.81797 -0.62919 0.36
C -1.99372 1.48001 -3.10737 -1.28
H -0.95593 1.49514 -3.45375 0.16
H -2.63497 1.79219 -3.94641 0.54
H -2.25588 0.44043 -2.86715 0.23
H -1.00294 0.32226 1.79750 1.62
H -0.61961 -0.34618 1.85331 -1.99
C 2.88199 1.45048 0.91129 -0.52
P 1.53987 1.35756 2.27804 1.36
C 0.03076 1.15410 3.85882 1.16
C -0.65247 -0.01975 4.18866 0.40
C -1.69724 -0.03094 5.13070 -1.23
C -2.03887 1.14399 5.80641 -0.79
C -1.32896 2.31115 5.50331 -0.87
C -0.29690 2.30246 4.55185 -0.84
C 2.39586 2.52045 3.29911 -0.09
C 2.79966 2.10460 4.59111 -0.24
C 3.20710 3.04651 5.53231 -0.65
C 3.32497 4.39319 5.18632 -0.68
C 3.06263 4.78669 3.87687 -0.74
C 2.63704 3.86297 2.91240 -0.27
H 2.79536 0.63387 0.18306 -0.19
H 3.86255 1.33756 1.39693 0.57
H 2.86424 2.39868 0.35448 0.45
H -0.44027 -0.96647 3.68935 0.08
H -2.23209 -0.95840 5.32984 0.53
H -2.84232 1.14719 6.55623 0.46
H -1.58538 3.24129 6.01059 0.50
H 0.27279 3.22629 4.39533 0.67
H 2.75610 1.04646 4.83777 0.40
H 3.45094 2.72646 6.54233 0.48
H 3.65644 5.12233 5.93013 0.48
H 3.21480 5.82266 3.58972 0.47
H 2.50720 4.17631 1.87384 0.21

***

11
Properties=species:S:1:pos:R:3:mulliken_charge:R:1 method="wB97M-V/def2-TZVPD" e_above_lowest_kj_mol=494.35 gap_ev=8.91 homo_ev=-7.9
N -0.83183 0.97180 -0.92038 -0.14
C -1.06935 1.23061 0.29529 -0.40
C -0.38379 0.19399 1.18155 -0.47
C 0.49582 -0.68746 0.31740 -0.16
C 0.41290 -0.39778 -1.08427 -0.05
O 1.52759 0.05421 -0.36346 -0.41
H -1.15018 -0.38640 1.70946 0.32
H 0.21134 0.70493 1.94868 0.27
H 0.77456 -1.67257 0.67199 0.41
H 0.64122 -1.13717 -1.88571 0.38
H -0.62827 1.12585 -1.87056 0.28

***

12
Properties=species:S:1:pos:R:3:mulliken_charge:R:1 method="wB97M-V/def2-TZVPD" e_above_lowest_kj_mol=146.54 gap_ev=11.28 homo_ev=-10.3
C -1.56949 0.11064 0.00633 -0.71
N -0.83725 0.03134 -1.26254 -0.42
C 0.38223 -0.29038 -1.21591 0.00
N 1.05309 -0.60762 0.00416 -0.32
C 1.44091 0.41573 0.83164 0.11
O 1.61999 0.30855 2.02299 -0.52
H -1.04995 -0.15633 0.94117 0.27
H -1.89687 1.14656 0.11463 0.26
H -2.44642 -0.53178 -0.07903 0.30
H 1.00520 -0.34542 -2.11044 0.38
H 0.72363 -1.44176 0.47602 0.31
H 1.57492 1.36048 0.27097 0.34

***

8
Properties=species:S:1:pos:R:3:mulliken_charge:R:1 method="wB97M-V/def2-TZVPD" smiles=F[C@@H](Cl)[C@@H](F)Br e_above_lowest_kj_mol=83.65 gap_ev=10.99 homo_ev=-10.2
F -0.84686 -1.43689 0.71968 -0.24
C -0.41135 -0.71969 -0.33786 0.07
Cl -1.73091 -0.40123 -1.46099 -0.13
C 0.57956 0.69105 0.41750 0.09
F 1.82576 0.47126 0.10672 -0.20
Br -0.09301 2.28631 -0.10815 -0.04
H 0.37220 -1.37491 -0.87883 0.21
H 0.30461 0.48411 1.54194 0.23

***

no.,energy (hartree)
1,-3036.2884
2,-2719.3223
3,-2678.6809
4,-285.2263
5,-302.6373
6,-3311.2861